The following is a DFT calculation (the ωB97M-V functional and the def2-TZVPD basis) of C38H50As2N8O5PRh as an isolated structure at a distorted geometry.

Positions of all 105 atoms, in Å:
1 Rh 0.36 1.69 0.77
2 C 4.23 -0.88 -2.31
3 N 3.17 -0.54 -1.42
4 C 2.52 0.67 -1.12
5 N 1.86 0.49 0.00
6 C 2.05 -0.82 0.39
7 N 2.84 -1.45 -0.45
8 C 3.97 -0.59 -3.79
9 C 4.10 -1.73 -4.69
10 C 3.80 -1.59 -6.03
11 C 3.41 -0.39 -6.57
12 C 3.12 0.64 -5.66
13 C 3.57 0.59 -4.36
14 C 2.53 1.86 -6.08
15 N 2.35 2.33 -7.28
16 N 1.63 3.49 -7.19
17 C 1.42 3.74 -5.93
18 O 1.94 2.68 -5.10
19 C 0.72 4.83 -5.24
20 C -0.23 5.43 -6.08
21 C -0.96 6.50 -5.60
22 C -0.94 6.80 -4.20
23 C -0.04 6.17 -3.35
24 C 0.09 6.47 -1.92
25 N 0.56 5.33 -1.09
26 C 0.22 4.03 -1.04
27 N 0.96 3.42 -0.06
28 C 1.72 4.41 0.45
29 N 1.52 5.59 -0.16
30 C 0.67 5.00 -3.87
31 H 4.31 -1.97 -2.25
32 H 5.17 -0.36 -1.95
33 H 2.66 1.61 -1.68
34 H 1.54 -1.14 1.30
35 H 4.48 -2.67 -4.24
36 H 3.91 -2.43 -6.72
37 H 3.38 -0.32 -7.66
38 H 3.56 1.61 -3.84
39 H -0.28 5.12 -7.09
40 H -1.71 6.97 -6.23
41 H -1.62 7.48 -3.72
42 H -0.96 6.68 -1.65
43 H 0.80 7.38 -1.80
44 H -0.54 3.51 -1.65
45 H 2.38 4.24 1.29
46 H 1.38 4.41 -3.29
47 C -3.03 1.64 -0.84
48 As -1.82 0.59 0.31
49 C -1.61 -1.07 -0.78
50 C -2.76 -0.26 1.80
51 C -3.97 0.28 2.22
52 C -4.47 0.02 3.45
53 C -3.84 -1.06 4.21
54 C -2.70 -1.66 3.70
55 C -2.17 -1.27 2.50
56 As -0.60 1.91 2.91
57 C 0.44 3.04 4.19
58 C -1.80 3.51 2.69
59 H -4.01 1.26 -0.79
60 H -2.68 1.45 -1.86
61 H -2.91 2.72 -0.64
62 H -2.23 -1.82 -0.33
63 H -0.56 -1.34 -0.83
64 H -1.91 -0.88 -1.84
65 H -4.57 0.91 1.56
66 H -5.22 0.69 3.86
67 H -4.22 -1.36 5.18
68 H -2.34 -2.62 4.19
69 H 0.90 3.82 3.55
70 H 1.23 2.57 4.70
71 H -0.19 3.46 4.99
72 H -1.98 3.95 3.71
73 H -2.81 3.41 2.24
74 H -1.24 4.24 2.06
75 C -0.45 -6.28 1.38
76 C -1.80 -5.63 1.14
77 C -2.85 -6.23 2.00
78 C -2.25 -5.48 -0.31
79 O -1.71 -4.13 1.61
80 P -0.52 -3.38 2.24
81 O -0.91 -1.78 2.07
82 O 0.81 -3.43 1.57
83 O -0.54 -3.76 3.75
84 C 0.41 -3.53 4.92
85 C 0.54 -2.07 5.14
86 C 1.72 -4.25 4.74
87 C -0.39 -4.15 6.07
88 H -0.36 -7.34 0.94
89 H -0.15 -6.30 2.47
90 H 0.39 -5.75 0.88
91 H -2.99 -7.29 1.77
92 H -3.84 -5.89 1.79
93 H -2.52 -6.19 3.06
94 H -2.67 -6.40 -0.74
95 H -1.46 -5.19 -1.03
96 H -3.02 -4.69 -0.30
97 H 0.88 -1.59 4.25
98 H 1.14 -1.75 5.97
99 H -0.41 -1.59 5.33
100 H 2.34 -3.99 3.83
101 H 1.61 -5.38 4.77
102 H 2.27 -4.00 5.58
103 H -1.48 -3.86 6.06
104 H 0.07 -3.93 7.10
105 H -0.40 -5.23 5.95

Properties
2S+1 ... 5
HOMO (spin up / spin down) ... -10.7 / -12.1 eV
Net charge ... +2
LUMO (spin up / spin down) ... -0.2299 / -0.3630 hartree

Here are the Mulliken charges for atoms 1 to 6, given in e: 0.18 -0.90 0.99 -0.14 -0.01 -0.99